Record 1
Density functional theory data (the ωB97M-V functional and the def2-TZVPD basis) for C29H72Cl2F3N3O24P4V as an isolated structure.

Results
DFT total energy (eV): -180897.59219
LUMO level (eV): 1.9
Net charge: -1

Last column: Löwdin charge in e.
Cartesian coordinates (Å):
1 O 0.411 -3.112 -2.554  -0.42
2 V -1.256 -2.797 -2.322  1.04
3 O -1.883 -3.983 -1.443  -0.37
4 C -3.521 0.699 -2.019  -0.09
5 C -3.844 -0.696 -2.669  -0.38
6 O -2.728 -1.355 -3.331  -0.40
7 H -3.146 1.414 -2.751  0.06
8 H -2.769 0.527 -1.248  0.03
9 H -4.432 1.142 -1.618  0.06
10 H -4.616 -0.449 -3.399  0.08
11 H -4.378 -1.409 -2.041  0.09
12 C -0.169 -0.355 -0.004  -0.33
13 O 0.506 -0.070 -1.258  -0.17
14 O -0.955 -1.501 -0.338  -0.25
15 C 0.836 -0.353 1.233  -0.56
16 F 1.418 -1.516 1.391  0.18
17 F 1.839 0.359 0.877  0.16
18 F 0.305 0.163 2.419  0.06
19 C 0.478 1.276 -1.865  -0.17
20 C 1.246 0.955 -3.191  -0.04
21 H 1.176 1.849 -3.810  0.04
22 H 2.304 0.830 -2.958  0.06
23 H 0.911 0.042 -3.682  0.08
24 H 0.945 2.100 -1.325  0.09
25 H -0.593 1.354 -2.053  0.10
26 H -0.882 0.464 0.091  0.11
27 C -5.253 -6.092 1.772  -0.01
28 C -4.078 -5.336 2.369  -0.60
29 O -3.341 -6.005 3.041  0.04
30 N -3.899 -4.045 2.047  0.03
31 C -2.728 -3.166 2.485  -0.01
32 H -6.149 -5.899 2.362  0.08
33 H -5.134 -7.173 1.704  0.08
34 H -5.226 -5.765 0.732  0.07
35 H -4.529 -3.686 1.343  0.12
36 H -3.036 -2.634 3.386  0.06
37 H -2.487 -2.466 1.685  0.06
38 H -1.864 -3.825 2.566  0.08
39 C -2.690 4.601 -0.785  0.01
40 C -1.174 4.682 -0.939  -0.43
41 O -0.346 4.468 0.020  -0.03
42 N -0.734 4.920 -2.239  0.01
43 C 0.640 5.051 -2.484  -0.12
44 H -2.895 4.242 0.224  0.06
45 H -3.130 3.781 -1.352  0.07
46 H -3.314 5.439 -1.097  0.08
47 H -1.364 4.712 -3.001  0.08
48 H 0.964 4.711 -3.468  0.08
49 H 1.204 4.470 -1.754  0.06
50 H 1.021 6.070 -2.416  0.08
51 C 5.391 4.004 -1.925  0.01
52 C 4.225 4.967 -1.437  -0.52
53 O 4.219 6.041 -1.999  0.01
54 N 3.523 4.728 -0.280  0.01
55 C 3.267 3.412 0.291  -0.08
56 H 6.114 4.659 -2.411  0.07
57 H 4.910 3.242 -2.537  0.07
58 H 5.823 3.464 -1.082  0.06
59 H 2.838 5.423 -0.020  0.13
60 H 4.126 3.121 0.896  0.09
61 H 3.071 2.606 -0.416  0.06
62 H 2.261 3.533 0.692  0.08
63 C 3.863 -0.857 -0.772  -0.17
64 O 4.260 -2.107 -1.104  -0.20
65 P 5.036 -3.107 -0.039  0.45
66 O 4.486 -3.005 1.330  -0.22
67 O 5.095 -4.531 -0.728  -0.20
68 C 5.245 -5.702 -0.024  -0.12
69 O 6.569 -2.693 -0.184  -0.22
70 C 7.107 -2.542 -1.535  -0.08
71 H 4.283 -0.077 -1.406  0.08
72 H 3.985 -0.554 0.268  0.09
73 H 2.795 -0.728 -0.947  0.07
74 H 4.312 -6.227 0.179  0.09
75 H 5.760 -5.536 0.922  0.09
76 H 6.006 -6.290 -0.539  0.09
77 H 7.561 -3.511 -1.739  0.08
78 H 7.863 -1.757 -1.534  0.08
79 H 6.417 -2.233 -2.320  0.09
80 C 2.439 -8.869 0.331  -0.18
81 O 2.038 -7.717 0.845  -0.22
82 P 0.568 -7.049 0.734  0.52
83 O -0.359 -7.081 1.879  -0.22
84 O 0.957 -5.533 0.225  -0.21
85 C 1.478 -4.660 1.176  -0.13
86 O 0.023 -7.814 -0.594  -0.22
87 C -1.260 -8.236 -0.724  -0.16
88 H 2.016 -9.605 1.015  0.09
89 H 3.514 -8.986 0.193  0.09
90 H 1.830 -8.983 -0.566  0.08
91 H 0.611 -4.130 1.571  0.08
92 H 2.207 -3.997 0.710  0.07
93 H 1.949 -5.125 2.042  0.09
94 H -1.929 -7.787 0.010  0.09
95 H -1.514 -9.294 -0.783  0.08
96 H -1.520 -7.963 -1.747  0.09
97 C -1.580 -0.397 5.193  -0.08
98 O -2.074 0.899 5.683  -0.24
99 P -1.411 1.475 7.037  0.50
100 O -2.070 2.699 7.597  -0.25
101 O -1.501 0.172 8.045  -0.22
102 C -1.528 0.417 9.398  -0.17
103 O 0.189 1.494 6.738  -0.23
104 C 1.005 2.291 7.560  -0.11
105 H -2.331 -1.181 5.300  0.08
106 H -0.806 -0.846 5.816  0.08
107 H -1.230 -0.358 4.162  0.06
108 H -2.183 1.238 9.688  0.09
109 H -0.571 0.390 9.921  0.09
110 H -2.003 -0.455 9.849  0.08
111 H 0.456 2.796 8.355  0.08
112 H 1.552 2.974 6.910  0.10
113 H 1.605 1.513 8.033  0.09
114 C -3.464 6.892 -7.340  -0.11
115 O -2.624 5.820 -6.924  -0.23
116 P -1.940 5.910 -5.408  0.53
117 O -2.882 5.613 -4.251  -0.27
118 O -0.624 4.954 -5.384  -0.24
119 C -0.686 3.657 -5.923  -0.10
120 O -1.244 7.361 -5.362  -0.23
121 C -0.684 7.975 -4.213  -0.09
122 H -3.372 7.767 -6.696  0.08
123 H -4.475 6.492 -7.259  0.09
124 H -3.327 7.276 -8.351  0.09
125 H 0.195 3.568 -6.559  0.09
126 H -1.597 3.509 -6.504  0.09
127 H -0.518 2.867 -5.192  0.08
128 H -1.197 7.716 -3.287  0.09
129 H -0.812 9.056 -4.273  0.09
130 H 0.348 7.633 -4.131  0.09
131 Cl -5.015 2.518 2.842  0.50
132 C -4.118 0.955 2.808  -0.61
133 C -2.780 1.024 1.956  -0.67
134 Cl -1.816 2.248 2.643  0.66
135 H -4.895 0.278 2.453  0.06
136 H -3.880 0.819 3.863  0.03
137 H -2.908 1.395 0.939  0.04
138 H -2.334 0.031 2.017  0.05

Record 2
Density functional theory data (the ωB97M-V functional and the def2-TZVPD basis) for an isolated ion of composition C5H9F5O3PS2 and charge +1.

Results
DFT total energy (eV): -56011.22026
LUMO level (eV): -4.9
Net charge: +1

Last column: natural (NBO) charge in e.
Cartesian coordinates (Å):
1 O -0.771 2.594 1.565  -0.83
2 S -0.809 1.488 0.673  1.85
3 O -1.073 1.864 -0.673  -0.84
4 P 1.110 0.459 0.813  1.35
5 O 2.094 1.599 1.278  -0.91
6 C 1.700 -0.244 -0.721  -0.80
7 C 0.740 -1.246 -1.402  -0.41
8 C -0.053 -0.651 -2.552  -0.53
9 S 0.945 0.209 -3.804  0.00
10 C -2.078 0.248 1.239  0.40
11 F -3.274 0.743 1.003  -0.25
12 F -1.931 -0.836 0.450  -0.30
13 C -1.921 -0.232 2.735  0.92
14 F -1.223 -1.373 2.732  -0.30
15 F -3.121 -0.446 3.233  -0.26
16 F -1.255 0.645 3.478  -0.29
17 H 1.053 -0.460 1.875  0.03
18 H 3.001 1.254 1.261  0.53
19 H 2.610 -0.783 -0.456  0.28
20 H 1.996 0.575 -1.378  0.31
21 H 1.361 -2.036 -1.810  0.24
22 H 0.097 -1.734 -0.672  0.23
23 H -0.789 0.061 -2.193  0.24
24 H -0.598 -1.435 -3.059  0.24
25 H 2.190 -0.265 -3.615  0.12